Record 1
Below is a 10-piece molecular cluster, C18H34Cl22 overall in a non-equilibrium geometry, with properties calculated with the ωB97M-V functional and the def2-TZVPD basis.

## Properties
* ΔE to the lowest compared entry with this formula, charge and spin: 60.76 kcal/mol
* multiplicity: 1
* orbital gap: 10.7 eV
* SMILES: ClC(Cl)Cl.ClC(Cl)Cl.ClCCCl.ClCCCl.ClCCCl.ClCCCl.ClCCCl.ClCCCl.ClCCCl.ClCCCl
* LUMO level: -0.001 Ha
* total charge: 0

Last column: Mulliken charge in e.
Cartesian coordinates (Å):
Cl 23.401 18.786 28.420  -0.203
Cl 12.358 19.738 14.413  -0.198
Cl 14.188 20.564 29.603  -0.179
Cl 22.173 17.204 31.366  -0.191
Cl 17.040 22.318 29.445  -0.176
Cl 24.664 26.162 26.132  -0.180
Cl 23.015 25.217 23.334  -0.182
Cl 14.492 17.271 25.466  -0.115
Cl 19.093 20.297 23.032  -0.186
Cl 17.427 23.349 23.126  -0.177
Cl 16.022 15.435 23.848  -0.081
Cl 12.495 28.894 24.664  -0.165
Cl 17.982 24.888 16.359  -0.197
Cl 18.365 13.697 18.408  -0.126
Cl 23.464 14.582 23.480  -0.208
Cl 13.894 18.363 18.156  -0.203
Cl 16.694 15.868 26.693  -0.126
Cl 14.854 23.855 16.516  -0.171
Cl 26.771 14.307 23.202  -0.170
Cl 14.045 28.075 27.414  -0.182
Cl 21.152 13.361 18.382  -0.116
Cl 19.894 16.118 18.900  -0.109
C 14.229 28.637 24.741  -0.419
C 15.411 15.762 25.431  0.039
C 24.235 24.483 25.740  -0.417
C 22.866 24.485 24.976  -0.422
C 19.854 14.340 19.150  0.056
C 13.786 18.772 16.426  -0.419
C 17.543 20.828 22.291  -0.408
C 12.337 19.112 16.066  -0.406
C 14.275 22.236 28.967  -0.432
C 21.321 18.269 30.197  -0.384
C 14.879 28.967 26.116  -0.402
C 24.613 15.935 22.988  -0.424
C 25.988 15.813 23.653  -0.394
C 17.513 22.250 21.799  -0.403
C 15.655 24.601 15.096  -0.476
C 21.817 18.007 28.777  -0.403
C 15.662 22.513 28.374  -0.410
C 17.136 24.181 14.887  -0.381
H 19.778 14.139 20.219  0.296
H 14.352 27.625 24.356  0.278
H 26.054 15.890 24.738  0.312
H 14.070 17.902 15.835  0.311
H 14.929 30.024 26.376  0.302
H 21.991 16.963 28.516  0.315
H 15.740 21.793 27.560  0.275
H 17.396 20.176 21.430  0.274
H 24.176 16.876 23.324  0.287
H 21.094 18.352 28.039  0.291
H 16.622 22.490 21.219  0.269
H 15.936 28.701 26.134  0.288
H 13.453 22.281 28.251  0.291
H 14.746 29.232 23.988  0.300
H 24.154 23.983 26.705  0.283
H 21.468 19.268 30.606  0.307
H 14.003 23.022 29.671  0.320
H 14.426 19.634 16.237  0.294
H 25.024 24.015 25.151  0.321
H 17.600 24.664 14.026  0.281
H 20.277 17.975 30.310  0.268
H 17.337 23.111 14.860  0.305
H 18.378 22.508 21.187  0.321
H 26.590 16.598 23.196  0.267
H 15.503 25.661 15.298  0.330
H 11.915 19.892 16.699  0.313
H 15.090 24.315 14.208  0.309
H 24.631 15.960 21.898  0.329
H 22.106 24.949 25.604  0.331
H 14.732 14.981 25.772  0.285
H 11.750 18.193 16.058  0.307
H 22.583 23.449 24.793  0.265
H 16.755 20.777 23.043  0.308
H 15.717 23.505 27.926  0.311

Record 2
Below is C21H35Cl30N3NbO6 as an isolated structure in a non-equilibrium geometry, with properties calculated with the ωB97M-V functional and the def2-TZVPD basis.

## Properties
* multiplicity: 1
* orbital gap: 7.2 eV
* LUMO level: 0.049 Ha
* total charge: -1

Last column: Mulliken charge in e.
Cartesian coordinates (Å):
Nb -0.739 0.430 -0.198  -0.912
Cl 0.672 -5.262 6.750  -0.140
Cl -4.826 -4.352 6.319  -0.131
Cl -2.043 -4.460 5.466  0.038
Cl -2.362 8.769 -3.318  -0.099
Cl -2.446 -6.697 3.522  -0.099
Cl -2.541 11.038 1.348  -0.120
Cl 7.370 -5.027 8.825  -0.128
Cl 2.849 -2.797 -5.228  -0.084
Cl -0.245 11.896 -0.226  -0.119
Cl -0.601 8.665 -5.635  -0.139
Cl -2.773 -8.731 5.582  -0.132
Cl -3.340 7.695 -5.842  -0.134
Cl 6.598 4.764 -1.981  -0.121
Cl -1.526 -0.238 -8.187  -0.149
Cl 1.119 -4.691 3.929  -0.074
Cl -3.310 -1.457 -6.234  -0.117
Cl 2.949 -3.638 5.936  -0.075
Cl -2.914 -5.987 7.788  -0.122
Cl -2.878 13.024 -0.756  -0.124
Cl -0.460 -8.807 3.814  -0.140
Cl 5.659 -3.561 -5.247  -0.144
Cl 0.874 5.462 -4.546  -0.145
Cl 3.592 -5.612 -5.314  -0.141
Cl 5.606 7.490 -1.714  -0.126
Cl 6.073 -3.821 6.512  -0.120
Cl 1.753 5.110 -1.792  -0.117
Cl 4.416 5.692 -3.673  -0.043
Cl -0.910 4.243 -2.593  -0.182
Cl -0.647 -0.590 -5.433  -0.033
Cl 7.030 -6.568 6.377  -0.120
O -0.021 -1.119 3.742  -0.543
O -2.164 -0.001 3.442  -0.286
O 2.028 -4.673 0.170  -0.518
O 0.875 1.425 -1.114  -0.562
O -4.357 -0.938 3.159  -0.622
O 1.984 -3.030 -1.712  -0.287
N -3.763 0.709 -3.767  -0.497
N -3.694 1.628 -1.512  -0.640
N -4.046 -0.833 -1.894  -0.671
C 5.910 6.153 -2.838  -0.041
C -2.531 -2.509 2.291  -0.106
C -0.753 -0.185 3.072  0.279
C 1.267 -4.070 5.582  0.060
C 0.239 -1.641 -0.366  -0.130
C 4.032 -4.007 -4.705  0.217
C -1.625 -1.266 -6.747  -0.034
C -3.287 0.417 -2.328  0.442
C 0.775 4.434 -3.106  0.250
C 2.155 1.205 -0.433  -0.225
C 6.329 -5.320 7.421  0.125
C 0.963 -1.934 -1.806  0.074
C -3.143 -4.499 6.855  -0.061
C 0.050 0.719 1.917  -0.476
C -1.637 0.190 -2.327  -0.223
C -1.932 7.866 -4.780  0.492
C 1.422 -4.164 -0.913  0.223
C -1.988 11.578 -0.246  0.471
C 2.502 2.582 0.407  -0.595
C -3.016 -1.113 3.000  0.642
C -1.608 -7.760 4.665  0.657
H -2.236 -0.372 0.428  0.217
H -1.446 -0.874 -2.778  0.022
H -1.560 -2.990 2.763  0.002
H -1.105 0.955 -3.071  0.112
H 0.184 -2.316 -2.620  0.198
H 0.655 -3.169 5.667  0.222
H -3.397 -3.307 2.485  0.279
H -2.912 -3.648 7.501  0.304
H 2.982 2.393 1.458  0.258
H 1.467 -0.969 -2.288  -0.016
H -1.050 -7.137 5.369  -0.306
H -2.969 2.365 -1.660  0.159
H -1.228 -2.252 -7.000  0.311
H -5.067 -0.576 -1.815  0.258
H 2.978 1.118 -1.294  0.329
H 0.975 -1.833 0.553  0.335
H 3.155 3.269 -0.301  0.080
H 1.461 3.152 0.527  0.175
H -0.120 1.849 2.246  0.446
H 2.237 0.219 0.189  0.213
H -0.654 -2.423 -0.245  0.351
H 1.172 3.448 -3.359  0.117
H -2.185 10.781 -0.968  -0.098
H -3.847 1.406 -0.504  0.258
H 0.357 -4.637 -1.176  0.295
H 4.031 -4.041 -3.613  0.144
H -4.603 1.347 -3.626  0.319
H -1.601 6.868 -4.483  -0.142
H -2.399 -2.428 1.127  -0.126
H 5.360 -5.676 7.779  0.240
H 6.632 6.490 -3.586  0.334
H -1.549 2.079 -0.031  -0.033
H -3.697 -1.209 -0.984  0.236
H -4.169 -0.190 -4.144  0.165
H 1.184 0.484 2.078  0.215

Record 3
Below is one molecule with the formula C2H4NP in a non-equilibrium geometry, with properties calculated with the ωB97M-V functional and the def2-TZVPD basis.

## Properties
* ΔE to the lowest compared entry with this formula, charge and spin: 60.29 kcal/mol
* multiplicity: 1
* orbital gap: 10.0 eV
* SMILES: P[C@H]1C=N1
* LUMO level: 0.030 Ha
* total charge: 0

Last column: Mulliken charge in e.
Cartesian coordinates (Å):
P -1.565 0.214 -0.525  -0.091
N 1.412 0.760 -0.809  -0.445
C 1.397 -0.451 -0.409  -0.102
C 0.355 0.399 0.136  0.027
H 2.107 -1.334 -0.346  0.280
H 0.258 0.481 1.280  0.273
H -1.619 -0.931 0.249  0.028
H -2.345 0.863 0.423  0.030

Record 4
Below is C41H38BrCl2FMoN9O7S2 as an isolated structure in a non-equilibrium geometry, with properties calculated with the ωB97M-V functional and the def2-TZVPD basis.

## Properties
* multiplicity: 1
* orbital gap (spin up / spin down): 5.5 / 5.9 eV
* LUMO level (spin up / spin down): 0.081 / 0.081 Ha
* total charge: -1

Last column: Mulliken charge in e.
Cartesian coordinates (Å):
Mo 0.290 0.363 -0.077  -1.036
Br 3.680 1.181 1.419  -0.106
Cl 0.745 3.608 2.766  -0.237
Cl 0.433 3.313 -2.706  -0.247
S -3.345 -2.136 -0.578  -0.296
S 1.430 -2.822 0.739  1.406
F -4.981 4.445 -1.363  -0.379
O -0.294 -1.255 -1.309  0.940
O 1.163 -3.758 -0.314  -0.794
O 0.452 -2.638 1.784  -0.631
O -1.324 0.025 1.138  -0.057
O -2.148 -0.474 3.154  -0.887
O -0.343 -2.267 -3.306  -0.801
O -1.201 1.181 -1.278  -0.297
N 3.260 -1.906 -1.569  -0.249
N -2.867 -2.990 1.861  0.031
N 0.649 2.134 0.174  0.030
N 1.106 0.376 2.122  1.350
N 1.991 0.120 -1.462  0.871
N 1.785 -1.312 0.231  0.963
N -2.285 -4.489 0.186  0.130
N -3.374 0.255 -4.558  0.372
N 6.361 -4.570 3.580  -0.590
C 2.532 0.518 -2.595  0.062
C -3.962 0.002 -5.896  0.386
C 0.726 4.325 1.175  0.603
C -2.570 -6.902 -0.073  -1.237
C 3.985 -3.846 0.844  -0.333
C 0.656 3.457 0.039  -0.727
C -4.897 2.114 -4.119  0.968
C -3.786 1.327 -3.758  -0.924
C 2.900 -3.357 1.563  -0.871
C 4.115 -3.658 3.615  -1.014
C 0.590 4.179 -1.193  0.843
C -2.216 -3.760 2.915  0.139
C -4.629 1.265 -6.416  -1.024
C -1.707 -0.379 -2.961  -0.206
C -2.899 -0.462 -6.887  -1.597
C -2.424 -0.588 -4.083  -0.700
C -5.621 1.816 -5.405  -1.090
C 5.212 -4.134 2.904  1.212
C 1.677 0.080 4.819  -0.864
C 2.653 0.495 3.943  -0.592
C -1.234 -0.174 2.401  0.314
C 3.436 -0.270 -3.287  -1.014
C -1.931 0.803 -2.195  1.266
C -0.693 -1.397 -2.521  -0.573
C 3.763 -1.486 -2.722  -0.527
C -2.794 -3.227 0.548  -0.435
C 2.965 -3.267 2.947  -0.327
C 0.619 5.559 -1.277  -0.737
C 5.134 -4.227 1.514  -0.934
C -3.091 1.617 -2.581  0.997
C 0.746 5.701 1.099  -0.649
C -4.567 3.417 -2.134  -0.159
C -3.487 2.678 -1.762  -0.686
C 2.315 0.616 2.599  -0.610
C -3.227 -4.313 3.916  -1.423
C -5.274 3.153 -3.304  -0.775
C 0.168 0.017 2.986  0.683
C 0.698 6.337 -0.134  -0.374
C 2.379 -1.094 -0.982  -0.565
C 0.407 -0.172 4.329  -0.680
C -3.258 -5.576 0.199  -0.184
H -1.520 -3.095 3.425  -0.079
H 4.473 -2.156 -3.201  0.438
H 2.105 -2.892 3.488  0.471
H -2.560 -1.480 -6.702  0.469
H -1.644 -4.553 2.446  0.345
H -2.033 0.202 -6.845  0.363
H 3.918 -3.904 -0.233  0.517
H -6.097 2.724 -5.777  0.424
H -3.733 -5.596 1.181  0.181
H 7.202 -4.591 3.027  0.214
H -3.302 -7.713 -0.108  0.415
H -3.789 -3.497 4.376  0.313
H -5.123 1.025 -7.357  0.407
H 0.711 7.418 -0.201  0.359
H -2.721 -4.875 4.705  0.395
H 4.164 -3.598 4.697  0.279
H -6.411 1.077 -5.233  0.322
H -1.833 -4.400 -0.716  0.278
H -3.942 -4.976 3.423  0.309
H -4.051 -5.401 -0.539  0.332
H -0.413 -0.499 4.954  0.503
H 2.253 1.503 -2.940  0.335
H 3.653 0.743 4.269  0.494
H -3.107 -2.036 2.106  0.416
H 5.986 -4.604 0.958  0.265
H 0.800 6.274 2.015  0.402
H -4.725 -0.776 -5.796  0.128
H 0.568 6.021 -2.255  0.387
H 3.862 0.061 -4.224  0.425
H -3.315 -0.430 -7.895  0.426
H -2.929 2.879 -0.857  0.745
H -3.858 2.016 -6.619  0.333
H 6.500 -4.173 4.493  0.216
H -2.233 -1.492 -4.646  0.549
H 1.902 -0.030 5.874  0.451
H -6.124 3.773 -3.565  0.481
H -2.045 -6.872 -1.032  0.308
H -1.836 -7.121 0.705  0.260